[1]
Formula: C33H59CeN7O10P2S3Si2
Source: the Open Molecules 2025 dataset
Level of theory: wB97M-V/def2-TZVPD

Each line ends with the Löwdin charge.
Geometry (Å):
Ce 0.313 -0.605 0.227  1.043
O 2.772 -1.006 -0.445  -0.165
P 3.037 -0.351 0.999  0.235
O 4.343 0.321 1.121  -0.234
O 1.782 0.372 1.432  -0.377
O 3.064 -1.725 1.933  -0.223
P 2.246 -3.043 1.445  0.243
O 1.665 -3.536 2.887  -0.127
O 3.184 -4.051 0.910  -0.249
O 1.055 -2.622 0.635  -0.364
H 2.144 -1.697 -0.124  -0.050
H 2.421 -3.691 3.446  0.067
S -0.501 -1.246 3.849  0.599
C -1.383 -2.343 2.999  -1.169
N -1.450 -2.486 1.704  -0.046
C -2.285 -3.472 1.305  -0.326
C -2.488 -3.878 -0.014  -0.017
C -3.428 -4.853 -0.289  -0.099
C -4.169 -5.447 0.727  -0.122
C -3.954 -5.092 2.051  -0.118
C -3.011 -4.124 2.334  -0.501
S -2.515 -3.506 3.876  0.957
H -1.873 -3.442 -0.789  0.100
H -3.586 -5.159 -1.316  0.098
H -4.909 -6.203 0.492  0.089
H -4.511 -5.557 2.854  0.096
C -3.642 1.762 0.117  -0.213
Si -2.282 0.843 1.282  0.715
C -3.671 -0.255 2.171  -0.239
C -2.283 2.447 2.445  -0.278
C -3.090 2.509 3.581  -0.107
C -3.229 3.661 4.333  -0.103
C -2.550 4.809 3.959  -0.114
C -1.713 4.760 2.861  -0.118
C -1.559 3.603 2.095  -0.235
Si -0.207 3.633 0.746  0.499
C 1.482 3.426 1.579  -0.130
C -0.261 5.372 -0.097  -0.151
H -4.366 2.313 0.718  0.025
H -4.206 1.063 -0.497  -0.001
H -3.179 2.485 -0.546  -0.004
H -4.637 0.233 2.297  0.022
H -3.342 -0.593 3.149  -0.013
H -3.846 -1.145 1.570  0.009
H -3.616 1.622 3.888  0.082
H -3.869 3.667 5.208  0.093
H -2.669 5.727 4.529  0.091
H -1.159 5.653 2.588  0.087
H 1.880 4.350 1.996  0.036
H 2.193 3.028 0.863  -0.016
H 1.411 2.692 2.373  0.030
H 0.047 6.156 0.587  0.016
H -1.253 5.629 -0.458  0.025
H 0.420 5.396 -0.943  0.026
N -2.313 -0.802 -1.751  0.078
C -1.694 -0.952 -3.068  -0.294
C -2.675 -1.356 -4.171  -0.159
C -2.008 -1.530 -5.533  -0.201
C -1.541 -0.228 -6.243  -0.274
N -0.431 0.569 -5.798  -0.091
C 1.022 0.180 -5.835  -0.396
N 1.219 -1.131 -6.449  -0.038
N 1.458 -0.093 -4.366  0.119
C -0.503 -1.949 -2.832  -0.621
O -0.434 -2.986 -3.482  0.057
O 0.298 -1.525 -1.957  -0.158
H -2.780 -1.665 -1.488  0.074
H -3.014 -0.066 -1.767  0.059
H -1.257 0.022 -3.313  0.107
H -3.475 -0.605 -4.242  0.111
H -3.130 -2.311 -3.891  0.112
H -2.732 -2.006 -6.211  0.101
H -1.173 -2.215 -5.404  0.069
H -2.415 0.443 -6.291  0.101
H -1.318 -0.521 -7.281  0.089
H -0.632 1.088 -4.952  0.060
H 0.899 -1.099 -7.412  0.037
H 0.697 -1.883 -5.976  0.035
H 0.874 0.379 -3.671  0.057
H 1.459 -1.096 -4.139  0.109
C -0.763 2.683 -1.756  -0.167
O -0.472 2.482 -0.391  -0.358
H -1.184 3.676 -1.934  0.082
H -1.489 1.923 -2.052  0.071
H 0.161 2.569 -2.330  0.001
C 5.038 5.509 -2.613  -0.123
C 5.014 5.448 -1.092  -0.270
C 4.289 4.214 -0.557  -0.237
C 4.995 2.879 -0.816  -0.231
N 4.867 2.438 -2.194  -0.017
C 3.768 1.695 -2.617  -0.775
S 2.335 1.808 -1.712  0.765
N 3.786 1.034 -3.733  -0.064
C 4.857 1.106 -4.682  -0.248
C 4.780 2.421 -5.479  -0.211
C 5.850 2.546 -6.560  -0.280
C 5.717 3.859 -7.326  -0.129
H 5.533 6.418 -2.964  0.060
H 4.022 5.491 -2.999  0.076
H 5.560 4.645 -3.011  0.045
H 4.505 6.339 -0.707  0.095
H 6.040 5.465 -0.708  0.097
H 3.294 4.150 -0.996  0.059
H 4.177 4.318 0.523  0.100
H 4.574 2.130 -0.132  0.065
H 6.065 2.977 -0.592  0.121
H 5.730 2.071 -2.574  0.109
H 2.445 0.306 -4.170  0.044
H 4.719 0.267 -5.374  0.112
H 5.872 1.011 -4.242  0.103
H 4.864 3.254 -4.779  0.089
H 3.787 2.462 -5.931  0.107
H 5.758 1.710 -7.258  0.104
H 6.845 2.489 -6.105  0.100
H 4.740 3.917 -7.800  0.069
H 6.483 3.948 -8.098  0.057
H 5.815 4.704 -6.646  0.063

The value obtained for the gap between HOMO and LUMO (alpha / beta) is 0.113 / 0.114 Ha. As for the net charge: -2. The maximum force is 0.1138 Eh/bohr. Its LUMO energy (alpha / beta) is 2.202 / 2.209 eV.


[2]
Formula: C9H18LiO9S
Source: the Open Molecules 2025 dataset
Level of theory: wB97M-V/def2-TZVPD

Each line ends with the natural charge from an NBO analysis.
Geometry (Å):
Li 0.670 0.945 -1.389  0.905
S -1.582 -0.859 -2.741  2.601
O -0.440 -0.402 -1.898  -1.222
O -1.768 -2.361 -2.709  -1.082
O -2.813 -0.191 -2.204  -1.109
O -1.392 -0.471 -4.075  -1.088
C 1.427 3.773 -2.554  -0.195
O 1.098 2.459 -2.872  -0.771
H 1.144 4.313 -3.716  0.127
H 2.623 4.033 -2.363  0.174
H 0.775 4.249 -2.007  0.162
H 0.666 2.422 -3.778  0.521
C 0.295 2.333 1.331  -0.223
O -0.538 2.042 0.254  -0.735
H -0.146 2.000 2.258  0.177
H 0.565 3.329 1.413  0.158
H 1.421 1.588 1.411  0.145
H -1.418 2.017 0.479  0.495
C 3.209 -0.349 -1.396  -0.279
O 2.618 0.509 -0.466  -0.734
H 2.610 -0.334 -2.356  0.198
H 3.071 -1.298 -1.075  0.185
H 4.235 -0.315 -1.766  0.164
H 3.224 0.438 0.294  0.482
C -2.326 -1.341 2.574  -0.278
C -1.432 -1.145 1.546  -0.228
C -0.480 -2.050 1.221  0.313
C -0.336 -3.123 2.079  -0.238
C -1.240 -3.338 3.176  -0.262
C -2.350 -2.421 3.388  0.255
O -3.202 -2.737 4.346  -0.654
O 0.423 -1.724 0.155  -0.799
H -3.038 -0.474 2.798  0.181
H -1.444 -0.210 1.003  0.227
H 0.448 -3.768 2.122  0.205
H -1.238 -4.243 3.728  0.202
H -3.608 -1.852 4.550  0.469
H 0.273 -1.426 -0.768  0.551

The value obtained for the gap between HOMO and LUMO is 0.184 Ha. The energy above the lowest of the compared OMol25 structures with the same formula, charge and spin comes out at 38.5 kcal per mole. As for the net charge: -1. The maximum force is 0.1826 Eh/bohr. Its LUMO energy is 1.874 eV.


[3]
Formula: C4H9NO2
Source: the Open Molecules 2025 dataset
Level of theory: wB97M-V/def2-TZVPD

Each line ends with the natural charge from an NBO analysis.
Geometry (Å):
C 0.491 -1.066 -1.450  -0.612
C -0.166 -0.542 -0.176  -0.082
C 0.861 -0.463 0.962  -0.066
O 0.295 -0.433 2.239  -0.732
N -0.797 0.746 -0.501  -0.605
C -1.058 1.802 0.298  0.540
O -0.762 1.939 1.476  -0.644
H -0.211 -1.082 -2.292  0.206
H 0.850 -2.088 -1.298  0.223
H 1.345 -0.438 -1.729  0.213
H -0.942 -1.245 0.155  0.200
H 1.462 -1.378 0.910  0.182
H 1.537 0.387 0.776  0.166
H -0.131 0.441 2.308  0.497
H -1.184 0.814 -1.431  0.394
H -1.589 2.603 -0.247  0.118

The value obtained for the gap between HOMO and LUMO is 0.391 Ha. The energy above the lowest of the compared OMol25 structures with the same formula, charge and spin comes out at 18.6 kcal per mole. As for the net charge: 0. The maximum force is 0.0083 Eh/bohr. Its LUMO energy is 0.714 eV.


[4]
Formula: C25H57N8O11
Source: the Open Molecules 2025 dataset
Level of theory: wB97M-V/def2-TZVPD

Each line ends with the Löwdin charge.
Geometry (Å):
O -11.209 18.925 -7.356  0.030
C -9.886 19.229 -7.548  -0.761
O -9.051 18.378 -7.172  -0.038
O -9.632 20.314 -8.131  -0.054
H -11.576 19.792 -7.623  0.091
C -12.982 13.142 -8.334  -0.016
C -12.034 13.479 -9.461  -0.565
O -12.089 12.792 -10.480  0.002
N -11.163 14.490 -9.324  0.013
C -11.334 15.635 -8.445  -0.070
H -13.632 13.987 -8.101  0.063
H -12.438 12.903 -7.416  0.080
H -13.518 12.246 -8.626  0.073
H -10.486 14.594 -10.071  0.028
H -10.986 15.381 -7.443  0.091
H -12.376 15.960 -8.357  0.069
H -10.854 16.534 -8.823  0.065
C -6.094 18.081 -5.283  0.000
C -6.689 19.092 -4.305  -0.550
O -6.114 19.261 -3.235  0.006
N -7.809 19.747 -4.661  0.030
C -8.400 20.819 -3.877  -0.061
H -6.488 18.202 -6.291  0.050
H -6.271 17.086 -4.878  0.082
H -5.018 18.244 -5.301  0.077
H -8.195 19.552 -5.577  0.089
H -8.459 21.745 -4.448  0.069
H -7.772 21.007 -3.010  0.079
H -9.387 20.513 -3.529  0.074
C -12.929 25.141 -3.280  -0.004
C -12.958 24.077 -4.352  -0.564
O -14.018 23.593 -4.726  0.029
N -11.768 23.657 -4.848  0.015
C -11.583 22.694 -5.917  -0.065
H -13.590 25.920 -3.666  0.087
H -11.954 25.468 -2.937  0.071
H -13.565 24.723 -2.496  0.087
H -11.007 24.087 -4.348  0.122
H -10.825 21.962 -5.655  0.064
H -11.316 23.235 -6.824  0.084
H -12.513 22.168 -6.116  0.067
C -7.940 23.589 -7.677  0.003
C -6.674 22.793 -7.954  -0.551
O -5.653 23.383 -8.302  0.010
N -6.737 21.458 -7.821  0.023
C -5.647 20.556 -8.141  -0.058
H -8.770 22.891 -7.833  0.050
H -8.073 24.391 -8.399  0.080
H -8.000 23.984 -6.665  0.076
H -7.687 21.113 -7.748  0.081
H -5.048 20.347 -7.259  0.081
H -5.047 21.057 -8.903  0.081
H -6.074 19.683 -8.631  0.066
C -13.936 21.218 -12.787  0.004
C -13.954 21.658 -11.314  -0.572
O -13.920 22.841 -11.003  0.025
N -14.003 20.663 -10.413  0.006
C -13.957 20.855 -8.970  -0.048
H -12.943 20.843 -13.029  0.080
H -14.217 22.060 -13.411  0.078
H -14.697 20.442 -12.896  0.073
H -14.038 19.739 -10.808  0.130
H -13.204 21.600 -8.717  0.074
H -13.650 19.907 -8.532  0.068
H -14.944 21.171 -8.638  0.094
C -15.058 17.282 -6.366  -0.003
C -14.517 18.278 -5.354  -0.550
O -15.264 18.825 -4.545  0.024
N -13.272 18.744 -5.540  0.013
C -12.601 19.678 -4.646  -0.065
H -14.656 17.462 -7.368  0.063
H -16.137 17.354 -6.441  0.078
H -14.707 16.275 -6.131  0.076
H -12.634 18.353 -6.228  0.094
H -13.139 20.626 -4.622  0.075
H -11.553 19.778 -4.907  0.064
H -12.650 19.363 -3.600  0.089
C -8.004 16.538 -9.173  0.013
C -8.443 16.063 -10.535  -0.477
O -9.398 15.305 -10.666  0.035
N -7.760 16.563 -11.589  0.014
C -8.076 16.322 -12.982  -0.061
H -7.907 15.664 -8.536  0.102
H -8.735 17.256 -8.792  0.050
H -7.124 17.184 -9.211  0.070
H -6.819 16.865 -11.406  0.130
H -8.161 17.278 -13.503  0.077
H -8.966 15.731 -13.165  0.087
H -7.234 15.828 -13.473  0.081
C -10.546 22.455 -10.816  0.010
C -9.593 21.548 -11.581  -0.540
O -9.695 21.362 -12.788  0.015
N -8.733 20.885 -10.788  0.017
C -7.622 20.058 -11.212  -0.056
H -10.102 23.365 -10.411  0.079
H -10.930 21.933 -9.936  0.063
H -11.354 22.732 -11.488  0.066
H -8.923 20.916 -9.799  0.066
H -6.671 20.582 -11.128  0.081
H -7.786 19.732 -12.237  0.074
H -7.658 19.175 -10.573  0.058

The value obtained for the gap between HOMO and LUMO is 0.326 Ha. The energy above the lowest of the compared OMol25 structures with the same formula, charge and spin comes out at 0.6 kcal per mole. As for the net charge: -1. The maximum force is 0.0533 Eh/bohr. Its LUMO energy is 2.173 eV.


What is the net charge in the first record?
-2


Among the records above, which one has the lowest maximum force?
C4H9NO2


Number 4 is which compound?
C25H57N8O11


Number 1 is which compound?
C33H59CeN7O10P2S3Si2